Formula: C36H71ClO16P3
Source: OMol25
Level of theory: the ωB97M-V functional and the def2-TZVPD basis

```
127
Properties=species:S:1:pos:R:3:forces:R:3
C 0.577 -7.227 0.617 -0.8119 -0.7907 0.0240
C 1.302 -6.328 0.324 0.6755 0.8578 -0.7965
C 2.252 -5.332 -0.196 0.0161 -0.9958 1.8041
O 1.716 -4.029 -0.110 0.1062 -0.0898 -1.0120
C 0.695 -3.732 -1.052 -0.9407 0.1441 -0.1513
C 1.138 -2.840 -2.215 0.8529 0.4353 0.0176
C 2.026 -1.641 -1.826 -0.0709 -0.0189 -0.5776
C 3.475 -1.994 -1.443 -0.0858 1.1185 0.0060
C 4.518 -1.565 -2.488 0.4635 -1.5606 0.6632
C 5.820 -2.311 -2.143 0.8584 0.3908 -0.0585
C 7.020 -1.865 -3.018 -0.3453 -0.2906 -0.1538
C -0.465 -3.148 -0.216 0.6633 -0.4041 -1.0765
C -1.653 -2.668 -1.059 -0.9118 -0.0050 0.6972
C -2.970 -2.980 -0.308 0.4065 0.5094 -0.0870
C -4.203 -2.286 -0.908 -0.1762 -0.9421 0.4529
C -5.021 -3.223 -1.820 0.5310 1.3298 -0.0588
C -6.259 -2.465 -2.329 0.0391 -1.0483 -0.0861
C -7.436 -3.399 -2.711 0.1333 1.0934 -0.2007
C -8.770 -2.689 -2.425 0.1647 -0.9477 -0.1477
C -9.978 -3.615 -2.370 0.0724 0.3449 -0.2481
O -10.406 -3.937 -3.691 -0.1461 -0.1001 0.2160
C -11.807 -4.103 -3.790 0.0332 -0.1112 -0.2401
O 0.097 -2.125 0.584 -0.7687 -0.2855 0.1490
C -0.331 -2.095 1.916 0.2939 0.7008 0.3973
C 0.850 -2.165 2.903 -0.6504 0.3462 0.6911
C 1.425 -0.770 3.059 0.1877 -0.2629 -0.4640
O 1.832 -0.119 2.151 0.2497 0.1583 -0.0486
O 1.431 -0.233 4.347 -0.1635 -0.1992 -0.2715
C 3.520 -5.393 0.775 1.4981 0.8385 0.8955
O 3.880 -6.534 1.148 -0.5237 -0.1489 -0.7760
O 4.071 -4.306 1.031 -0.8521 -0.4633 -0.3514
P 2.945 -5.786 -1.898 0.1324 0.9318 -0.6657
O 4.493 -6.117 -1.573 -0.4948 -0.8742 -0.3072
Cl 2.044 -7.631 -2.332 0.2536 0.0206 0.1549
H -0.042 -8.088 0.692 -0.0140 0.0986 0.2965
H 0.287 -4.661 -1.481 0.0965 -0.0182 0.0447
H 0.291 -2.443 -2.783 -0.2490 -0.2392 0.2827
H 1.697 -3.443 -2.937 0.0069 -0.0605 0.0989
H 2.080 -1.000 -2.718 -0.0430 -0.0260 0.0434
H 1.523 -1.030 -1.076 0.1346 -0.1881 0.1919
H 3.630 -3.051 -1.244 -0.2255 0.0303 0.1646
H 3.703 -1.454 -0.521 0.1042 -0.3602 0.1404
H 4.757 -0.500 -2.483 -0.4927 0.0940 -0.2713
H 4.197 -1.946 -3.465 -0.0049 0.5460 -0.1917
H 6.097 -2.111 -1.104 -0.2976 -0.0431 0.0494
H 5.688 -3.393 -2.206 -0.1619 0.0497 -0.0191
H 6.687 -1.041 -3.656 0.3157 0.0734 -0.0021
H 7.884 -1.558 -2.426 -0.1040 0.1680 0.0073
H 7.381 -2.663 -3.673 -0.1270 0.0257 -0.0374
H -0.818 -4.005 0.373 0.1574 0.2411 0.3953
H -1.642 -1.583 -1.193 0.4526 -0.0539 -0.1068
H -1.703 -3.131 -2.048 0.2281 -0.0483 0.0255
H -3.086 -4.067 -0.247 -0.2180 0.0511 -0.0900
H -2.852 -2.644 0.727 0.0459 0.0240 -0.0387
H -4.861 -1.994 -0.081 -0.0059 0.1288 -0.0870
H -3.917 -1.367 -1.428 -0.0072 -0.0647 -0.0634
H -5.294 -4.104 -1.236 -0.0690 -0.0482 -0.1427
H -4.349 -3.508 -2.635 -0.2809 -0.3569 -0.0738
H -6.013 -1.870 -3.212 0.1374 0.1749 0.1934
H -6.549 -1.777 -1.529 -0.2004 -0.0064 -0.0932
H -7.347 -4.365 -2.210 -0.1459 0.0687 0.1181
H -7.370 -3.560 -3.790 -0.0628 -0.4181 0.0866
H -8.697 -2.168 -1.467 -0.0418 0.0857 -0.0621
H -8.943 -1.977 -3.236 -0.0980 0.2515 0.2809
H -10.778 -3.087 -1.837 -0.0702 -0.1435 -0.0340
H -9.750 -4.550 -1.845 0.0016 0.1154 0.1538
H -12.046 -4.949 -4.440 0.1956 0.0488 -0.0729
H -12.243 -3.201 -4.232 -0.1687 -0.0303 0.1728
H -12.264 -4.319 -2.821 -0.0053 0.1385 -0.0017
H -0.826 -1.124 2.084 -0.1196 -0.1196 0.0079
H -1.072 -2.855 2.178 0.1830 -0.2711 -0.3025
H 1.602 -2.905 2.625 0.0588 0.1634 -0.2559
H 0.434 -2.442 3.877 0.1265 -0.1805 -0.0467
H 0.518 -0.026 4.585 0.0243 -0.1391 0.1583
H 4.567 -6.814 -0.889 0.1678 0.4071 0.4827
O 4.064 2.247 -3.782 -1.4640 -0.5232 3.5416
P 3.684 3.649 -3.418 2.4378 2.9079 -6.5357
O 2.705 4.005 -4.703 -0.3367 -0.1038 0.7634
C 1.421 3.387 -4.771 -0.1859 -0.0805 -0.0293
C 0.452 3.958 -3.750 0.0924 -0.0015 0.1127
O 5.058 4.398 -3.913 -0.1628 0.1939 0.8615
C 6.279 3.695 -4.134 0.2538 -0.0488 -0.2538
C 6.442 3.363 -5.602 -0.1405 0.0367 -0.1485
O 3.204 4.947 -2.566 -0.5423 -2.4177 1.5194
C 3.763 6.261 -2.650 0.2716 0.7166 0.3615
C 3.445 6.959 -3.953 -0.0375 -0.2243 -0.2991
H 1.522 2.305 -4.642 0.0429 0.0064 -0.0232
H 1.042 3.565 -5.778 0.1312 0.0416 -0.0343
H 0.768 3.719 -2.731 -0.0544 -0.0284 -0.0096
H -0.548 3.548 -3.899 0.0180 -0.0245 -0.0160
H 0.406 5.044 -3.827 -0.0286 0.0023 -0.0535
H 6.344 2.805 -3.511 -0.1705 -0.0582 -0.0592
H 7.085 4.364 -3.819 -0.1043 0.0961 0.0334
H 5.604 2.769 -5.966 0.0255 -0.1054 0.1234
H 7.367 2.811 -5.773 0.0017 0.0001 0.0182
H 6.465 4.279 -6.195 0.0697 0.0148 0.0313
H 4.831 6.247 -2.446 0.0251 -0.2115 -0.1609
H 3.306 6.821 -1.831 -0.1513 -0.2443 0.0462
H 3.923 6.473 -4.800 0.0403 -0.0369 0.0463
H 3.796 7.992 -3.910 -0.0170 -0.0057 0.1126
H 2.371 6.957 -4.139 -0.0065 0.0610 0.0627
O -1.538 2.720 6.024 -3.0655 0.3888 1.2204
P -1.264 3.833 6.969 6.4040 0.8570 -0.6401
O -0.808 5.087 6.022 -0.7087 -0.2932 0.4099
C -1.778 5.683 5.160 -0.1886 0.1516 -0.1885
C -2.796 6.509 5.926 -0.0281 -0.1104 0.1215
O 0.172 3.365 7.584 -0.5779 0.1904 0.2557
C 0.716 2.060 7.370 0.4351 -0.1615 -0.1964
C 1.701 2.070 6.222 0.0570 0.3105 0.1122
O -1.628 4.708 8.280 -2.2260 -1.1710 -1.0093
C -0.713 5.087 9.316 0.1842 0.1846 0.7756
C 0.298 6.115 8.867 0.0920 -0.0199 -0.3616
H -2.275 4.908 4.570 0.0588 -0.0297 0.0129
H -1.229 6.323 4.469 0.1320 -0.0751 0.0524
H -3.415 5.876 6.567 -0.0249 0.0276 -0.0374
H -3.454 7.041 5.238 0.0238 -0.0185 -0.0262
H -2.298 7.232 6.572 0.0215 0.0374 -0.0460
H -0.073 1.325 7.218 -0.1050 0.1246 -0.0965
H 1.233 1.783 8.292 -0.0573 0.1451 0.0625
H 1.239 2.428 5.302 -0.0964 -0.1266 -0.0025
H 2.101 1.076 6.049 0.0504 0.0136 -0.0031
H 2.529 2.748 6.443 -0.0011 -0.0251 0.0685
H -0.238 4.214 9.757 0.0411 -0.1113 -0.2606
H -1.333 5.523 10.103 -0.2176 -0.0386 -0.1881
H 0.980 5.713 8.120 -0.0168 -0.0736 0.0213
H 0.888 6.448 9.722 -0.0799 -0.0163 0.0531
H -0.200 6.978 8.423 -0.0271 0.0267 0.0878
```
Positions in Å, forces in eV/Å.

Output
- E_tot (eV) = -111633.7023
- charge = -1
- HOMO (eV) = -5.0
- HOMO-LUMO gap (eV) = 6.27

Atomic partial charges in e from the Löwdin method, atoms 1 to 5: C 0.09; C -0.16; C -0.53; O -0.09; C -0.30